Computed, not measured: a molecular structure, C45H64N9O3PS3SeTi, with wB97M-V/def2-TZVPD.

Each line ends with the Löwdin charge.
CARTESIAN COORDINATES (ANGSTROEM)
Ti -0.27429 -1.26900 0.83010  0.975
O 2.23168 -4.24224 -0.31306  0.131
C 1.26684 -3.54577 -0.13200  -0.427
N 1.00841 -2.74708 0.97490  -0.034
C 1.03560 -3.40774 2.23535  -0.213
C 2.02077 -4.26593 2.70414  -0.008
C 1.80557 -4.89196 3.92401  -0.054
C 0.64098 -4.66672 4.65302  -0.052
C -0.33347 -3.79909 4.18658  -0.004
C -0.11637 -3.16625 2.97269  -0.234
N -0.95423 -2.21073 2.36189  -0.036
C -2.34903 -2.33718 2.52641  -0.423
O -2.92206 -3.37704 2.69881  0.157
C -2.98245 -0.99072 2.47032  -0.203
C -4.23105 -0.72153 2.99221  0.044
C -4.62409 0.60909 3.04894  -0.005
C -3.76627 1.58461 2.57303  -0.018
C -2.55578 1.20786 2.00662  -0.213
N -2.16834 -0.06608 1.95560  -0.025
C 0.03901 -3.59825 -1.00850  -0.169
C -0.14028 -4.55855 -1.98307  0.041
C -1.41572 -4.72832 -2.50611  0.002
C -2.44882 -3.93528 -2.03314  -0.013
C -2.16885 -2.94419 -1.10464  -0.136
N -0.93942 -2.77016 -0.61269  0.012
H 2.91099 -4.45781 2.12364  0.113
H 2.55078 -5.57475 4.30767  0.113
H 0.49573 -5.17390 5.59595  0.114
H -1.23334 -3.61484 4.75519  0.123
H -4.84399 -1.53145 3.36033  0.136
H -5.57983 0.88158 3.47605  0.126
H -4.02698 2.63221 2.62591  0.123
H -1.87157 1.92980 1.59240  0.060
H 0.69455 -5.18987 -2.25431  0.138
H -1.60756 -5.49283 -3.24667  0.129
H -3.46459 -4.06834 -2.37434  0.124
H -2.93660 -2.26587 -0.75580  0.097
C -0.30512 1.64591 7.00607  -0.544
C 0.34143 0.34518 6.54838  -0.506
S -0.12511 -0.14652 4.86355  0.888
C 1.44649 -0.04743 3.98759  -0.547
C 1.95301 1.34839 3.65434  -0.503
S 0.84695 2.25859 2.55243  0.874
C 0.24230 3.65197 3.53442  -0.534
C -0.63693 3.34838 4.74366  -0.532
S 0.35461 3.14767 6.25512  0.895
H -0.14165 1.76866 8.07873  0.078
H -1.38748 1.61491 6.86800  0.079
H 0.04978 -0.46220 7.22213  0.077
H 1.42766 0.42688 6.60060  0.081
H 1.32059 -0.63989 3.05326  0.037
H 2.20556 -0.58887 4.55812  0.088
H 2.92253 1.26451 3.16159  0.043
H 2.09045 1.93600 4.56172  0.051
H -0.33143 4.23173 2.80429  0.070
H 1.08583 4.28276 3.81754  0.075
H -1.21909 2.44415 4.57618  0.033
H -1.32664 4.18116 4.89271  0.075
C 4.78795 0.88505 1.18074  -0.069
N 3.81397 -0.16968 0.90892  -0.284
C 3.99672 -1.37280 1.71592  -0.071
P 2.72487 -0.09966 -0.30321  0.598
O 1.27198 -0.17507 0.20576  -0.418
N 2.87037 1.29833 -1.13000  -0.280
C 3.98530 1.48476 -2.05516  -0.067
C 2.17202 2.53480 -0.81124  -0.094
N 3.02860 -1.36682 -1.29515  -0.281
C 2.20191 -1.51494 -2.48047  -0.088
C 4.33213 -2.01619 -1.42470  -0.067
H 4.90041 0.99657 2.26029  0.089
H 4.45157 1.83948 0.78234  0.074
H 5.76643 0.63914 0.75938  0.098
H 3.71054 -1.18726 2.75267  0.083
H 3.39121 -2.18683 1.32790  0.059
H 5.04550 -1.67637 1.69269  0.103
H 4.53682 0.55733 -2.20229  0.076
H 4.68297 2.23344 -1.67136  0.096
H 3.60844 1.82160 -3.02346  0.092
H 1.26989 2.32632 -0.24269  0.030
H 1.91916 3.03268 -1.75070  0.077
H 2.80105 3.21008 -0.22192  0.093
H 1.19723 -1.14627 -2.27435  0.054
H 2.14195 -2.57002 -2.75064  0.097
H 2.61345 -0.95782 -3.33021  0.100
H 4.79442 -1.75390 -2.38071  0.094
H 4.20055 -3.09785 -1.37883  0.089
H 5.00078 -1.71030 -0.62484  0.077
C -4.14633 3.16897 -1.00125  -0.102
C -3.51117 3.32773 -2.37521  -0.240
C -2.21329 4.13094 -2.35001  -0.163
C -1.02433 3.39158 -1.74510  -0.145
N -0.64163 2.23737 -2.56599  -0.007
C -0.91673 0.93725 -2.35356  -0.512
Se -1.74550 0.36952 -0.74712  0.936
N -0.57182 0.23523 -3.45096  0.000
C -0.96805 -1.13580 -3.77131  -0.135
C -1.98956 -1.20001 -4.90473  -0.161
C -3.23586 -0.34655 -4.69558  -0.231
C -4.10089 -0.80842 -3.53305  -0.096
C 0.01154 1.10192 -4.37138  -0.143
C 0.60945 0.87151 -5.60724  0.009
C 1.13135 1.97240 -6.25590  -0.049
C 1.06962 3.25691 -5.69435  -0.049
C 0.48476 3.48364 -4.46496  0.006
C -0.04652 2.37310 -3.81595  -0.149
H -5.10641 2.65768 -1.06461  0.083
H -4.32724 4.14658 -0.55047  0.085
H -3.52005 2.59388 -0.31706  0.009
H -4.21720 3.83316 -3.03645  0.119
H -3.33653 2.34856 -2.83450  0.085
H -2.36241 5.04045 -1.76165  0.127
H -1.95056 4.46796 -3.35447  0.111
H -1.23482 3.01842 -0.74395  0.082
H -0.14574 4.03699 -1.68170  0.121
H -1.36639 -1.54738 -2.84660  0.069
H -0.06873 -1.69864 -4.02943  0.123
H -2.27673 -2.25158 -5.00393  0.123
H -1.50789 -0.94181 -5.84801  0.106
H -3.82187 -0.37492 -5.61566  0.120
H -2.95009 0.70306 -4.56953  0.098
H -4.40311 -1.84923 -3.66937  0.077
H -5.01341 -0.21811 -3.45875  0.083
H -3.58650 -0.73050 -2.57298  0.005
H 0.67517 -0.11464 -6.04275  0.119
H 1.60178 1.84399 -7.22014  0.117
H 1.49381 4.08789 -6.23951  0.118
H 0.45207 4.47540 -4.03735  0.122

Calculated values
HOMO-LUMO gap: 6.486 eV
E_LUMO: -5.841 eV
Net charge: +2